No. 1
DFT (the ωB97M-V functional and the def2-TZVPD basis) results for a structure of composition C9H11O3 in a non-equilibrium geometry.

- HOMO-LUMO gap (alpha / beta) (eV) = 1.978 / 6.604
- multiplicity = 2
- relative energy (zero: lowest compared OMol25 entry of this formula, charge and spin) (kcal/mol) = 34.4
- charge = -2
- E_HOMO (alpha / beta) (eV) = 3.61 / -1.04

Last column: Löwdin charge in e.
Geometry (Å):
C (-3.4142, 2.3059, -1.8599)  -0.489
C (-1.0299, -0.5999, 0.2012)  -0.439
C (-0.4537, 0.6290, -0.2605)  -0.044
C (-2.3573, -0.8952, -0.1520)  -0.062
C (-1.0673, 1.6239, -1.0671)  -0.123
C (-2.9579, 0.0457, -1.0222)  -0.138
C (-2.3875, 1.3080, -1.3778)  -0.321
O (-0.3541, -1.5327, 0.8264)  -0.078
H (0.7695, -1.0357, 0.9499)  0.120
H (0.6817, 0.5600, -0.2257)  0.099
H (-2.7065, -1.8952, 0.1702)  0.099
H (-0.5729, 2.5197, -1.3166)  0.046
H (-3.8788, -0.4847, -1.2937)  0.061
H (-3.7697, 2.5542, -0.8763)  0.012
H (-4.2796, 1.8572, -2.3432)  -0.019
H (-3.0701, 3.1339, -2.3278)  -0.062
C (4.1998, 0.3447, 0.9364)  -0.026
C (3.1682, -0.8973, 1.0655)  -0.728
O (1.9854, -0.4939, 1.1189)  -0.056
O (3.5362, -2.0130, 1.2529)  0.011
H (5.1138, 0.1625, 1.5629)  0.058
H (3.7037, 1.1993, 1.4030)  0.049
H (4.4700, 0.5560, -0.0700)  0.030

No. 2
DFT (the ωB97M-V functional and the def2-TZVPD basis) results for a structure of composition C21H43N2P3RuSe in a non-equilibrium geometry.

- HOMO-LUMO gap (alpha / beta) (eV) = 6.360 / 2.570
- multiplicity = 5
- relative energy (zero: lowest compared OMol25 entry of this formula, charge and spin) (kcal/mol) = 0.0
- charge = +4
- E_HOMO (alpha / beta) (eV) = -18.74 / -19.30

Last column: Löwdin charge in e.
Geometry (Å):
Ru (-0.1398, -0.4377, 0.5919)  0.650
P (-0.2524, -2.3207, 1.9062)  0.745
P (-0.0205, 1.2373, 2.1977)  0.723
P (2.1357, -0.7080, 0.5172)  0.725
H (-0.7493, -0.0160, -2.2014)  -0.001
C (0.0258, -0.5232, -1.6287)  -0.315
C (-0.3082, -1.8256, -1.1392)  -0.214
H (-1.3306, -2.1958, -1.2506)  0.069
C (-1.8442, -3.2096, 2.1658)  -0.214
C (0.2623, -2.1347, 3.6708)  -0.217
C (0.7303, -3.8082, 1.4136)  -0.225
C (0.1615, 2.7950, 1.2522)  -0.295
C (-1.3702, 1.7764, 3.3261)  -0.232
C (1.3926, 1.4358, 3.3702)  -0.228
C (2.7820, -1.9430, -0.6890)  -0.215
C (3.1904, -1.2163, 1.9489)  -0.207
C (3.0153, 0.8041, -0.0193)  -0.227
H (1.0345, -0.3816, -2.0223)  0.033
H (0.4525, -2.6040, -1.2136)  0.047
H (-2.3702, -3.3154, 1.2096)  0.062
H (-2.4785, -2.6749, 2.8831)  0.049
H (-1.6323, -4.2128, 2.5659)  0.078
H (-0.2943, -1.3079, 4.1361)  0.042
H (1.3413, -1.9407, 3.7464)  0.035
H (0.0307, -3.0620, 4.2211)  0.084
H (0.4439, -4.0922, 0.3917)  0.056
H (0.4771, -4.6426, 2.0887)  0.080
H (1.8132, -3.6349, 1.4628)  0.027
H (0.1923, 3.6816, 1.9026)  0.085
H (-0.6820, 2.8828, 0.5519)  0.027
H (1.0982, 2.7389, 0.6778)  -0.019
H (-1.0783, 2.7172, 3.8165)  0.077
H (-1.5596, 1.0280, 4.1052)  0.058
H (-2.3009, 1.9532, 2.7728)  0.055
H (1.2436, 2.3450, 3.9715)  0.078
H (2.3476, 1.5362, 2.8426)  0.034
H (1.4511, 0.5834, 4.0568)  0.049
H (3.8783, -1.8631, -0.6981)  0.081
H (2.4044, -1.7537, -1.6978)  0.046
H (2.5062, -2.9630, -0.3933)  0.049
H (4.2466, -1.1547, 1.6423)  0.085
H (2.9956, -2.2516, 2.2523)  0.044
H (3.0468, -0.5585, 2.8128)  0.035
H (4.0282, 0.5332, -0.3549)  0.083
H (3.0970, 1.5213, 0.8078)  0.049
H (2.4800, 1.2861, -0.8516)  -0.017
C (0.6037, 2.8860, -3.9436)  -0.445
C (0.1791, 1.7063, -4.5676)  0.028
C (0.2330, 1.6065, -5.9559)  0.095
C (0.6637, 2.6968, -6.7254)  0.081
C (1.0184, 3.9048, -6.0983)  0.119
C (0.9809, 4.0047, -4.7066)  0.037
Se (0.7126, 3.0408, -2.0288)  1.312
H (0.3020, 1.5983, -1.7208)  -0.078
H (-0.1718, 0.8785, -3.9588)  0.111
H (-0.0613, 0.6788, -6.4393)  0.163
H (0.7179, 2.6097, -7.8162)  0.164
H (1.3251, 4.7654, -6.6947)  0.172
H (1.2515, 4.9365, -4.2077)  0.154
C (-3.2076, -0.1342, -1.6830)  0.003
C (-3.3055, -0.2677, -0.2263)  -0.350
N (-2.3722, -0.3036, 0.7318)  -0.034
C (-3.0514, -0.4069, 1.9415)  -0.187
C (-4.3968, -0.4169, 1.7026)  -0.005
N (-4.5351, -0.3328, 0.3368)  0.149
H (-2.6153, -0.9502, -2.1177)  0.074
H (-4.2135, -0.1789, -2.1241)  0.115
H (-2.7607, 0.8327, -1.9464)  0.087
H (-2.5614, -0.4765, 2.8996)  0.086
H (-5.2165, -0.4604, 2.4018)  0.147
H (-5.4124, -0.3208, -0.1718)  0.189